Here is a single C5H13N2 molecule at a distorted geometry from OMol25. Energies are from ωB97M-V/def2-TZVPD.

Output
Lowest unoccupied orbital energy (spin up / spin down) = 0.927 / 0.615 eV
HOMO-LUMO gap (spin up / spin down) = 4.0 / 10.4 eV
Energy relative to the best compared isomer or geometry (same formula, charge and spin) = 2.091 eV
Total energy = -307.672333 Ha
Total charge = 0
Spin multiplicity = 2

Atoms and positions in Å:
C  0.33  1.24  1.30
N  1.08  0.32  2.11
C  0.13  0.78  -0.22
N  0.94  -0.39  -0.50
C  0.02  -1.52  -0.80
C  -1.22  -0.81  -1.36
C  -1.30  0.50  -0.60
H  0.93  2.15  1.23
H  -0.63  1.51  1.69
H  1.97  0.62  2.46
H  0.67  -0.45  2.60
H  0.59  1.68  -0.64
H  1.48  -0.59  0.37
H  1.64  -0.38  -1.35
H  -0.33  -1.95  0.13
H  0.50  -2.17  -1.54
H  -1.08  -0.63  -2.40
H  -2.00  -1.58  -1.40
H  -1.68  1.27  -1.28
H  -2.03  0.42  0.21

Löwdin population analysis, charges in e, atoms 1 to 2: -0.22 -0.02